Entry 1:
71
Properties=species:S:1:pos:R:3:forces:R:3:lowdin_charge:R:1 method="wB97M-V/def2-TZVPD" spin_multiplicity=1 e_above_lowest_kj_mol=102.4 total_energy_ev=-357766.1779 charge=-1
In 0.063 0.163 -0.248 0.36 -0.15 0.00 0.660
O -0.348 -4.307 -2.073 -0.12 -0.56 0.11 0.117
C -0.436 -3.082 -1.531 0.41 0.24 -0.62 -0.453
O -0.080 -2.097 -2.120 -0.19 0.08 0.05 0.086
C -1.002 -3.091 -0.156 -0.21 -0.58 0.34 -0.167
C -1.335 -4.268 0.508 0.10 0.20 -0.20 0.022
C -1.810 -4.180 1.810 0.03 0.19 -0.01 -0.031
C -1.936 -2.932 2.391 0.02 -0.12 -0.09 0.028
C -1.595 -1.810 1.639 -0.31 0.02 0.52 -0.154
N -1.158 -1.900 0.403 0.37 0.29 -0.22 0.136
C -1.780 -0.405 2.216 -0.22 -0.41 0.33 -0.645
O -2.239 -0.309 3.345 -0.14 -0.15 0.37 0.043
O -1.501 0.543 1.436 0.70 0.51 -1.02 -0.136
H 0.069 -4.253 -2.947 -0.04 0.32 0.21 0.139
H -1.203 -5.221 0.021 0.02 0.00 -0.05 0.116
H -2.072 -5.075 2.358 0.02 -0.02 0.01 0.108
H -2.285 -2.790 3.402 -0.02 0.05 0.04 0.119
Br 6.662 -0.976 -2.785 0.02 0.02 -0.06 0.657
C 4.989 -1.204 -1.929 0.28 -0.28 0.03 -0.777
C 4.777 -2.280 -1.097 0.39 -0.02 -0.18 -0.778
Br 6.143 -3.564 -0.830 0.01 -0.06 0.03 0.659
C 3.557 -2.397 -0.435 0.03 -0.33 0.20 -0.618
Br 3.200 -3.944 0.606 -0.19 -0.04 -0.04 0.750
C 2.561 -1.434 -0.520 0.61 -0.07 -0.24 -0.420
O 1.466 -1.523 0.146 -1.27 0.60 0.22 -0.168
C 2.766 -0.325 -1.415 0.38 -0.30 -0.01 -0.419
O 1.843 0.565 -1.552 -1.23 0.18 0.43 -0.169
C 3.966 -0.271 -2.106 0.30 0.24 -0.27 -0.615
Br 4.204 1.129 -3.360 -0.15 0.03 0.02 0.785
C 3.197 3.258 -0.533 0.29 -0.19 0.56 -0.049
N 2.184 3.467 -1.525 -0.54 0.06 -0.42 -0.124
C 2.378 3.841 -2.823 -0.23 0.18 -0.36 -0.102
C 1.158 3.842 -3.414 0.55 0.13 -0.31 -0.060
N 0.221 3.481 -2.492 0.23 -0.19 0.34 0.022
B -1.292 3.598 -2.839 -0.03 -0.10 0.19 -0.450
N -2.207 3.141 -1.679 -0.21 -0.26 -0.05 -0.031
C -2.988 3.980 -0.945 -0.39 0.25 0.38 -0.073
C -3.849 3.237 -0.204 0.00 0.56 -0.02 -0.042
N -3.584 1.929 -0.490 0.46 0.40 -0.29 -0.109
C -4.324 0.795 -0.020 -0.14 -0.60 0.13 -0.027
C -2.559 1.890 -1.369 -0.18 -0.46 -0.11 -0.727
S -1.900 0.437 -1.980 0.57 -0.31 -0.10 0.736
C 0.862 3.233 -1.353 0.24 0.19 0.40 -0.668
S 0.219 2.787 0.163 -0.35 -0.44 0.38 0.773
H 4.173 3.246 -1.016 -0.09 -0.01 -0.01 0.081
H 3.021 2.301 -0.035 0.07 0.11 -0.14 0.080
H 3.161 4.046 0.225 0.02 -0.04 -0.09 0.091
H 3.348 4.064 -3.216 0.14 -0.01 -0.06 0.099
H 0.878 4.046 -4.425 -0.02 0.11 -0.20 0.120
H -1.513 4.762 -3.012 -0.14 0.32 -0.09 0.074
H -1.516 2.925 -3.794 -0.02 -0.13 -0.35 0.070
H -2.866 5.041 -1.002 -0.01 0.19 -0.03 0.115
H -4.618 3.529 0.482 -0.08 0.02 0.11 0.114
H -5.138 1.143 0.614 0.04 0.02 -0.03 0.096
H -3.674 0.135 0.553 -0.05 0.08 -0.04 0.072
H -4.723 0.238 -0.871 -0.01 0.06 0.11 0.091
C 0.406 2.540 5.169 -0.09 -0.03 -0.11 -0.023
C 0.911 1.441 4.306 0.15 -0.02 0.05 -0.305
C 1.653 0.317 4.600 -0.14 0.17 -0.05 0.005
C 1.812 -0.358 3.378 -0.05 0.24 0.17 -0.329
N 1.222 0.325 2.407 -0.02 -0.39 -0.72 0.075
N 0.694 1.404 2.982 0.04 0.22 0.57 0.018
C 2.522 -1.644 3.159 -0.10 0.00 -0.22 -0.053
H 0.867 2.480 6.151 -0.01 0.04 0.06 0.074
H -0.676 2.472 5.277 -0.07 0.02 0.06 0.081
H 0.645 3.502 4.722 0.00 0.16 0.06 0.077
H 2.020 0.014 5.559 0.06 -0.04 0.23 0.098
H 0.124 2.022 2.426 0.02 -0.09 0.14 0.056
H 2.698 -2.150 4.106 0.02 0.00 0.10 0.075
H 3.484 -1.484 2.670 -0.02 -0.08 -0.07 0.078
H 1.919 -2.285 2.521 0.12 -0.04 -0.07 0.026

---

Entry 2:
71
Properties=species:S:1:pos:R:3:forces:R:3:lowdin_charge:R:1 method="wB97M-V/def2-TZVPD" spin_multiplicity=1 e_above_lowest_kj_mol=48.2 total_energy_ev=-357766.7396 charge=-1
In -0.099 0.618 0.476 0.21 0.25 -0.06 0.720
O -3.603 -2.350 0.458 -0.15 -0.11 0.04 0.120
C -2.391 -1.812 0.343 0.04 0.17 0.11 -0.523
O -2.127 -0.886 -0.382 -0.02 -0.05 -0.13 0.077
C -1.432 -2.288 1.381 -0.01 0.06 0.08 -0.183
C -1.569 -3.471 2.082 -0.01 0.01 0.01 0.006
C -0.674 -3.725 3.108 -0.01 -0.01 0.00 -0.021
C 0.288 -2.779 3.422 0.00 0.00 0.01 0.021
C 0.347 -1.618 2.669 0.02 -0.03 -0.05 -0.151
N -0.479 -1.401 1.652 -0.03 -0.05 -0.05 0.153
C 1.328 -0.500 2.982 -0.01 0.02 0.06 -0.606
O 2.103 -0.670 3.916 0.03 -0.01 -0.03 0.040
O 1.247 0.521 2.222 -0.02 -0.02 -0.01 -0.078
H -4.170 -1.933 -0.206 0.04 0.00 -0.04 0.132
H -2.350 -4.164 1.806 0.00 0.00 0.01 0.123
H -0.739 -4.647 3.672 0.00 0.00 0.00 0.111
H 0.989 -2.900 4.235 0.01 0.01 0.00 0.120
Br -6.261 3.990 0.459 0.01 0.00 0.00 0.665
C -4.623 3.216 -0.088 -0.01 -0.01 0.02 -0.770
C -4.245 3.224 -1.417 0.01 0.00 -0.03 -0.768
Br -5.357 4.007 -2.734 0.00 0.00 0.01 0.667
C -3.023 2.646 -1.793 -0.02 0.00 0.02 -0.636
Br -2.444 2.615 -3.594 0.00 0.01 -0.01 0.748
C -2.166 2.060 -0.867 0.00 -0.02 -0.01 -0.428
O -1.023 1.527 -1.201 0.01 0.02 0.03 -0.197
C -2.571 2.036 0.513 -0.04 -0.02 0.01 -0.430
O -1.782 1.464 1.399 0.05 -0.05 -0.03 -0.186
C -3.780 2.618 0.863 -0.02 0.02 -0.02 -0.644
Br -4.232 2.563 2.700 0.00 -0.01 0.01 0.740
C -3.245 -1.888 -3.037 -0.03 -0.01 -0.02 -0.047
N -1.809 -1.948 -3.159 0.06 -0.02 -0.02 -0.114
C -1.061 -1.109 -3.967 -0.09 -0.02 0.05 -0.053
C 0.223 -1.471 -3.807 0.07 0.00 0.01 -0.100
N 0.276 -2.516 -2.906 -0.12 -0.01 0.07 -0.022
B 1.568 -3.213 -2.460 0.13 0.02 0.00 -0.465
N 1.998 -2.841 -0.960 -0.07 -0.07 -0.01 0.014
C 2.551 -3.786 -0.130 -0.01 0.01 -0.01 -0.057
C 3.223 -3.152 0.858 0.01 0.02 0.00 -0.044
N 3.069 -1.799 0.634 -0.02 -0.02 0.03 -0.100
C 3.855 -0.769 1.297 -0.02 0.00 0.01 -0.019
C 2.295 -1.637 -0.465 0.09 0.06 -0.03 -0.644
S 1.781 -0.128 -1.142 -0.05 -0.06 0.00 0.790
C -0.983 -2.814 -2.511 0.02 0.11 -0.09 -0.730
S -1.456 -4.028 -1.423 0.01 -0.11 0.01 0.632
H -3.701 -1.889 -4.028 0.01 -0.01 0.00 0.092
H -3.540 -0.982 -2.506 0.00 0.01 -0.01 0.086
H -3.568 -2.774 -2.492 0.00 0.01 0.00 0.051
H -1.517 -0.310 -4.523 0.02 0.00 -0.01 0.093
H 1.122 -1.057 -4.224 0.00 0.00 0.00 0.109
H 1.467 -4.411 -2.481 0.00 0.00 0.02 0.060
H 2.467 -2.803 -3.163 -0.03 0.00 -0.03 0.075
H 2.414 -4.833 -0.331 0.00 0.00 0.01 0.118
H 3.784 -3.521 1.698 -0.01 -0.01 0.00 0.121
H 3.901 -0.979 2.363 0.02 -0.02 0.00 0.086
H 3.366 0.191 1.172 -0.01 0.00 -0.01 0.054
H 4.857 -0.746 0.865 0.00 0.02 0.00 0.099
C 4.509 4.062 0.168 0.00 -0.01 0.00 -0.023
C 3.067 3.859 0.488 0.01 -0.01 -0.02 -0.298
C 2.159 4.632 1.178 -0.01 0.02 -0.01 0.017
C 0.957 3.895 1.186 -0.04 0.03 -0.07 -0.304
N 1.127 2.753 0.535 -0.01 -0.07 0.15 0.042
N 2.406 2.750 0.120 -0.07 -0.06 0.04 0.035
C -0.356 4.280 1.781 0.02 0.00 0.02 -0.007
H 4.733 5.124 0.083 0.00 0.00 0.00 0.076
H 4.771 3.582 -0.776 0.01 0.00 0.00 0.078
H 5.147 3.645 0.949 0.00 -0.01 0.00 0.079
H 2.332 5.600 1.618 0.00 0.00 0.00 0.106
H 2.735 1.922 -0.363 0.04 0.04 -0.02 0.053
H -0.219 5.076 2.512 0.01 0.01 -0.01 0.079
H -0.829 3.426 2.264 -0.01 0.00 0.00 0.069
H -1.039 4.640 1.008 -0.01 -0.01 0.00 0.091

---

Entry 3:
131
Properties=species:S:1:pos:R:3:forces:R:3:lowdin_charge:R:1 method="wB97M-V/def2-TZVPD" spin_multiplicity=1 e_above_lowest_kj_mol=0.0 total_energy_ev=-932956.0961 charge=+1
C 0.138 -4.683 -1.090 -0.36 0.15 0.29 -0.023
B -0.828 -3.567 -1.615 0.31 0.32 0.26 -0.513
O -0.404 -2.597 -2.511 -0.63 0.22 0.26 0.123
C -2.355 -3.593 -1.178 -0.39 -0.24 -0.42 -0.205
C -2.963 -4.920 -1.771 0.07 0.11 0.01 -0.110
C -4.210 -4.718 -2.643 0.06 -0.10 0.08 -0.191
C -5.266 -3.717 -2.096 0.17 -0.36 -0.21 -0.531
P -6.566 -4.725 -1.241 -0.45 -0.14 -0.13 0.429
S -7.604 -5.811 -2.451 -0.03 -0.03 0.12 0.243
P -6.020 -2.811 -3.523 0.23 0.49 -0.18 0.409
O -5.240 -1.594 -3.779 -0.25 -0.22 0.17 -0.224
O -6.047 -3.896 -4.671 -0.11 0.24 0.26 -0.137
O -7.528 -2.509 -3.097 0.15 -0.25 -0.18 -0.198
N -4.626 -2.727 -1.146 -0.18 -0.08 -0.47 -0.089
C -5.511 -1.572 -0.788 -0.36 -0.11 0.18 -0.146
C -5.372 -1.286 0.689 0.07 0.15 -0.22 -0.407
C -6.376 -0.354 1.296 0.04 0.00 -0.03 -0.015
N -4.428 -1.885 1.283 -0.11 -0.19 0.19 0.164
C -3.195 -2.394 -1.598 0.65 -0.16 0.03 -0.302
P -2.675 -0.689 -0.929 0.10 0.25 0.15 0.905
N -1.430 -1.108 0.178 -0.11 0.14 -0.01 -0.131
O -1.744 -0.121 -2.153 -0.25 -0.09 -0.09 -0.278
H 1.162 -4.329 -0.977 0.02 -0.12 -0.13 0.044
H -0.212 -5.056 -0.123 0.13 -0.05 -0.04 0.056
H 0.126 -5.537 -1.776 0.15 0.08 -0.05 0.083
H 0.250 -1.976 -2.175 0.40 -0.32 -0.29 0.113
H -2.389 -3.639 -0.083 0.17 -0.04 -0.03 0.131
H -3.130 -5.658 -0.984 -0.10 0.10 0.02 0.123
H -2.227 -5.374 -2.441 -0.09 -0.15 0.10 0.116
H -3.898 -4.430 -3.648 -0.03 0.15 0.09 0.123
H -4.726 -5.675 -2.773 0.07 0.05 -0.13 0.047
H -5.834 -5.393 -0.240 0.11 0.09 0.04 0.022
H -7.345 -3.799 -0.534 0.34 0.02 0.20 -0.089
H -6.796 -3.823 -5.286 0.04 -0.15 -0.06 0.042
H -8.115 -3.271 -3.259 -0.05 0.01 0.20 0.041
H -4.479 -3.213 -0.248 0.16 0.21 0.13 0.126
H -5.258 -0.724 -1.423 -0.01 0.07 0.14 0.113
H -6.556 -1.823 -0.988 0.11 -0.08 -0.10 0.097
H -7.161 -0.946 1.780 0.05 0.05 -0.04 0.063
H -5.900 0.278 2.047 -0.08 -0.06 -0.03 0.032
H -6.851 0.276 0.543 0.05 0.01 0.03 0.099
H -4.387 -1.657 2.275 0.03 0.01 0.00 0.063
H -3.207 -2.314 -2.686 -0.33 0.17 0.05 0.116
H -0.554 -0.685 -0.112 0.05 -0.05 -0.04 0.043
H -1.659 -0.730 1.092 0.05 -0.12 0.04 0.005
H -1.736 -0.653 -2.958 0.17 -0.09 0.04 0.059
C -6.153 -9.716 -2.586 -0.02 0.02 -0.03 -2.036
Cl -7.704 -9.308 -3.319 -0.01 -0.10 0.07 0.500
Cl -4.955 -8.462 -2.990 0.02 -0.02 -0.03 0.501
Cl -6.332 -9.804 -0.834 0.00 -0.01 -0.11 0.497
Cl -5.588 -11.260 -3.216 0.00 -0.01 0.03 0.555
C -10.174 -1.146 -6.159 0.05 0.05 0.01 -2.045
Cl -10.481 0.022 -7.435 -0.01 0.00 0.00 0.556
Cl -11.100 -0.720 -4.717 -0.01 0.00 0.02 0.533
Cl -10.630 -2.762 -6.694 -0.05 0.09 -0.03 0.513
Cl -8.441 -1.125 -5.750 -0.05 0.04 -0.15 0.545
C 2.720 -3.773 2.157 -0.01 -0.03 0.02 -2.035
Cl 4.288 -3.332 1.486 -0.21 0.06 0.02 0.504
Cl 2.793 -3.752 3.916 0.01 0.00 0.01 0.551
Cl 1.490 -2.611 1.613 -0.02 0.01 -0.02 0.518
Cl 2.273 -5.387 1.597 0.06 -0.03 0.08 0.556
C -3.566 2.204 3.064 0.02 0.01 -0.03 -2.039
Cl -3.672 2.210 1.300 0.00 -0.01 -0.04 0.528
Cl -2.951 0.617 3.590 0.01 -0.02 0.02 0.518
Cl -2.473 3.464 3.603 -0.04 -0.09 -0.02 0.528
Cl -5.172 2.454 3.753 0.00 0.01 0.02 0.552
C 0.953 5.780 4.352 0.02 0.02 0.00 -2.042
Cl -0.771 5.968 4.722 0.04 0.06 0.05 0.500
Cl 1.906 6.309 5.736 0.00 0.00 0.00 0.536
Cl 1.295 4.077 4.015 0.00 -0.01 0.00 0.513
Cl 1.352 6.756 2.943 -0.02 -0.08 -0.09 0.517
C -8.173 -11.254 2.642 -0.01 -0.02 -0.05 -2.058
Cl -9.714 -10.786 1.921 -0.01 0.00 0.00 0.526
Cl -6.963 -10.007 2.279 0.02 0.05 0.18 0.472
Cl -8.350 -11.400 4.388 0.00 0.00 0.00 0.540
Cl -7.640 -12.789 1.961 0.00 0.00 0.00 0.537
C 9.001 -3.072 0.364 0.01 0.00 -0.01 -2.034
Cl 9.557 -4.641 -0.216 0.00 -0.01 0.00 0.530
Cl 9.244 -1.852 -0.884 -0.04 0.05 0.06 0.511
Cl 7.269 -3.180 0.754 0.22 -0.11 -0.06 0.448
Cl 9.890 -2.622 1.817 0.01 0.01 0.00 0.543
C 3.995 9.696 3.204 0.07 -0.08 0.04 -2.027
Cl 3.844 9.649 1.449 -0.12 0.14 0.02 0.499
Cl 4.632 8.147 3.778 0.01 0.00 0.00 0.496
Cl 5.113 10.975 3.693 -0.14 0.02 -0.08 0.500
Cl 2.407 9.981 3.916 0.01 0.12 0.10 0.528
C 6.977 12.313 -0.796 0.00 -0.02 -0.01 -2.047
Cl 6.176 11.130 -1.841 0.02 -0.01 0.02 0.515
Cl 8.728 12.165 -0.972 -0.03 -0.03 0.02 0.513
Cl 6.471 13.938 -1.257 -0.01 0.05 -0.01 0.538
Cl 6.515 12.008 0.883 0.09 0.00 -0.09 0.483
C 6.417 6.647 0.453 0.03 -0.03 0.01 -2.031
Cl 6.951 8.310 0.685 0.06 0.00 0.00 0.500
Cl 6.676 5.726 1.937 0.00 -0.01 0.01 0.504
Cl 4.698 6.614 0.036 0.04 -0.07 -0.02 0.511
Cl 7.348 5.914 -0.860 0.03 0.08 -0.05 0.516
C 6.492 1.710 1.511 0.04 0.00 0.00 -2.046
Cl 4.766 1.978 1.800 -0.01 0.00 0.00 0.512
Cl 7.414 2.293 2.900 0.01 0.01 0.01 0.524
Cl 6.799 -0.015 1.293 -0.08 0.06 0.02 0.493
Cl 6.983 2.585 0.061 -0.01 -0.06 0.02 0.513
C 12.050 9.915 -0.048 -0.08 0.06 -0.01 -2.047
Cl 11.700 11.153 1.176 0.03 -0.03 -0.07 0.493
Cl 12.335 10.713 -1.599 -0.01 0.00 -0.01 0.527
Cl 13.473 8.986 0.411 -0.02 -0.01 -0.11 0.522
Cl 10.656 8.842 -0.184 -0.05 -0.05 -0.01 0.509
C 14.742 9.145 4.594 0.01 -0.01 0.00 -2.057
Cl 16.427 9.306 4.090 0.00 0.00 0.00 0.525
Cl 14.581 9.637 6.282 0.00 0.00 0.00 0.526
Cl 13.724 10.160 3.573 0.04 0.03 0.20 0.482
Cl 14.238 7.458 4.422 0.00 -0.01 0.00 0.517
C 6.964 12.221 7.549 -0.01 0.01 -0.02 -2.064
Cl 8.537 12.650 6.870 0.01 0.00 0.00 0.524
Cl 7.097 12.073 9.302 0.00 0.00 0.00 0.528
Cl 5.788 13.478 7.149 0.00 0.01 0.00 0.520
Cl 6.429 10.686 6.860 0.04 -0.05 0.10 0.497
C -9.809 -3.731 1.805 0.09 -0.04 -0.06 -2.039
Cl -11.545 -3.708 2.032 0.00 -0.01 0.00 0.575
Cl -8.997 -3.124 3.250 0.02 0.01 0.01 0.541
Cl -9.256 -5.371 1.455 0.00 -0.03 0.01 0.534
Cl -9.381 -2.688 0.423 -0.17 0.18 0.01 0.525
C 12.102 -4.071 -3.409 0.00 0.00 0.05 -2.061
Cl 10.452 -3.507 -3.691 0.01 -0.03 -0.12 0.496
Cl 13.106 -3.691 -4.807 0.00 0.00 0.00 0.534
Cl 12.755 -3.271 -1.975 0.01 0.01 0.00 0.514
Cl 12.084 -5.819 -3.148 0.00 -0.01 0.00 0.519
C -8.313 -6.702 -6.771 0.10 -0.03 0.04 -2.030
Cl -8.871 -5.397 -5.695 -0.05 -0.03 -0.07 0.483
Cl -7.966 -6.040 -8.365 -0.03 0.04 0.01 0.557
Cl -6.849 -7.408 -6.087 0.02 0.04 -0.08 0.520
Cl -9.584 -7.912 -6.880 0.04 -0.03 0.00 0.561